{"formula": "C19H34F6OP2Pd", "method": "ωB97M-V with the def2-TZVPD basis set", "total_energy_ev": -60657.50472, "relative_energy_kj_mol": 296.2, "homo_lumo_gap_ev": [6.64, 6.93], "spin_multiplicity": 3, "symbols": ["P", "P", "C", "C", "H", "H", "H", "H", "C", "H", "H", "H", "C", "H", "H", "H", "C", "H", "H", "H", "C", "H", "H", "H", "Pd", "C", "C", "C", "C", "C", "C", "C", "C", "C", "H", "H", "H", "H", "H", "H", "H", "H", "H", "H", "H", "H", "H", "H", "H", "C", "C", "O", "C", "F", "F", "F", "C", "F", "F", "F", "H", "H", "H"], "coordinates": [[-0.2121, -1.6937, -4.2414], [0.3799, 1.7562, -5.1065], [-0.4565, -0.8417, -5.9054], [0.6571, 0.1988, -6.1390], [-1.4760, -0.4040, -5.9671], [-0.4176, -1.6138, -6.6944], [1.6562, -0.2102, -5.9181], [0.6829, 0.5318, -7.1991], [-0.7472, 2.5605, -6.3790], [-1.3307, 3.4085, -5.9852], [-1.4247, 1.8186, -6.8329], [-0.0844, 2.9448, -7.1743], [1.9471, 2.6262, -5.4800], [1.8798, 2.9962, -6.5173], [2.7864, 1.9159, -5.4109], [2.1131, 3.4871, -4.8134], [-1.5978, -2.8211, -4.0740], [-1.4618, -3.4288, -3.1767], [-1.6303, -3.5011, -4.9375], [-2.5557, -2.2961, -4.0166], [1.2021, -2.7701, -4.5998], [2.1225, -2.1831, -4.7183], [1.0153, -3.3265, -5.5329], [1.3300, -3.4897, -3.7849], [1.4228, -1.6131, -1.6595], [-0.4011, 3.0755, -3.6930], [-1.7554, 2.7206, -3.4166], [-2.3894, 1.4628, -3.7641], [-1.8142, 0.3820, -2.8438], [-0.4192, -0.0839, -3.2158], [0.7189, 0.8455, -3.6309], [1.3535, 1.7514, -2.5990], [0.4575, 2.9726, -2.4231], [0.4684, -2.7977, -0.4553], [-0.2311, 4.0619, -4.1715], [-2.2809, 3.3120, -2.6596], [-2.2479, 1.1722, -4.8216], [-3.4628, 1.5223, -3.5310], [-1.7362, 0.7165, -1.8032], [-2.4752, -0.4872, -2.8183], [-0.0067, -0.5343, -2.2674], [1.5955, 0.1753, -3.8400], [2.3332, 2.0627, -2.9726], [1.5132, 1.1536, -1.6937], [-0.0727, 2.8439, -1.4599], [1.0682, 3.8939, -2.3456], [1.0992, -2.7809, 0.4579], [0.5978, -3.7162, -1.0647], [-0.5807, -2.5246, -0.2529], [-0.8354, -0.2804, 1.8125], [0.0314, 0.7026, 1.0265], [0.2093, 0.4250, -0.2390], [-0.5878, 2.1580, 1.3370], [-0.9368, 2.3205, 2.6571], [0.2285, 3.1972, 1.0172], [-1.7352, 2.3166, 0.6171], [1.4476, 0.6785, 1.7813], [1.3589, 0.9007, 3.1312], [2.0070, -0.5617, 1.6416], [2.3324, 1.5706, 1.2874], [-1.8647, -0.2179, 1.4570], [-0.7979, -0.0389, 2.8708], [-0.4694, -1.2931, 1.6246]], "forces_ev_per_angstrom": [[-1.7, 2.2, -2.0], [-0.1, 3.0, 0.1], [0.2, -1.0, -0.2], [-0.3, 0.4, -1.1], [0.6, -0.2, 0.3], [-0.1, 0.1, 0.2], [-0.4, 0.1, -0.1], [-0.1, -0.5, 0.4], [-0.4, -0.2, -0.7], [0.2, -0.5, 0.0], [0.1, 0.4, 0.0], [-0.3, -0.2, 0.2], [0.2, 0.0, -0.2], [0.2, -0.2, 0.5], [-0.2, 0.3, 0.1], [-0.1, -0.4, -0.2], [-0.3, -0.4, 0.1], [-0.1, 0.1, 0.0], [0.1, 0.3, 0.2], [0.3, 0.0, 0.0], [0.6, 0.1, 0.4], [-0.2, -0.2, 0.1], [-0.2, 0.4, 0.2], [0.1, 0.2, -0.1], [0.8, 1.1, 0.1], [2.0, 0.0, -1.1], [-1.6, 1.6, 0.3], [-0.6, -0.8, 0.2], [-0.1, -0.8, -0.4], [1.9, -2.2, 1.9], [2.0, -2.0, 0.6], [0.0, -0.1, 0.3], [0.6, 0.6, 0.5], [-0.2, -1.0, 0.3], [-0.4, -0.2, 0.3], [0.1, -0.1, -0.1], [-0.3, 0.1, 0.3], [0.2, 0.0, -0.4], [0.0, 0.2, -0.1], [-0.1, -0.1, 0.0], [-0.9, 0.8, 0.0], [-0.5, -0.1, -0.3], [0.0, -0.2, -0.1], [-0.2, 0.5, 0.2], [-0.2, 0.2, -0.7], [-0.2, -0.5, 0.2], [-0.5, -0.2, -0.4], [-0.4, -0.1, 0.7], [0.5, -0.2, -0.2], [-0.2, -0.2, 0.0], [1.0, 0.5, 1.7], [-0.2, 0.1, -1.2], [0.0, -0.3, 0.0], [0.3, 0.1, -1.0], [-0.6, -0.6, 0.1], [0.5, 0.0, 0.3], [-0.4, -0.1, 0.1], [0.3, 0.0, -0.8], [-0.2, 0.7, 0.1], [-0.2, -0.5, 0.2], [0.0, 0.0, 0.0], [-0.2, -0.3, 0.1], [0.0, 0.2, 0.1]], "mulliken_charge": [1.45, 2.30, -1.10, -1.28, 0.46, 0.68, 0.43, 0.54, -1.32, 0.33, 0.40, 0.47, -1.53, 0.43, 0.37, 0.40, -1.47, 0.37, 0.42, 0.46, -1.18, 0.40, 0.44, 0.37, -0.32, -0.54, -1.35, -0.55, -0.97, 2.24, -0.22, -1.40, -0.57, -1.25, 0.78, 0.30, 0.11, 0.51, 0.12, 0.61, -2.24, 0.83, 0.52, 0.21, -0.32, 0.53, 0.35, 0.29, 0.23, -1.96, 0.41, -0.01, 0.63, -0.30, -0.25, -0.27, 0.60, -0.29, -0.25, -0.26, 0.38, 0.48, 0.36]}